<w>
Computed, not measured: a 16-piece molecular cluster, H32O16 overall, with ωB97M-V/def2-TZVPD.

Cartesian coordinates (Å):
O1 -0.717 -3.531 -0.824
O2 -1.521 -1.561 -2.583
O3 2.251 0.136 0.912
O4 3.191 -2.391 1.037
O5 1.454 -2.084 -1.370
O6 4.185 -0.261 -1.007
O7 -0.685 2.299 -1.858
O8 0.174 -2.253 1.777
O9 -3.507 1.040 -1.094
O10 0.043 0.291 2.853
O11 -1.347 4.396 0.668
O12 1.035 2.452 0.500
O13 -0.315 -0.207 -0.240
O14 -1.962 1.475 1.032
O15 1.505 0.361 -2.414
O16 -2.556 -1.494 0.655
H1 1.985 0.108 1.812
H2 -1.215 3.406 0.715
H3 -2.860 -1.658 1.564
H4 0.958 3.280 0.057
H5 -1.152 -2.759 -1.180
H6 3.416 -0.124 -0.473
H7 -0.125 2.833 -1.304
H8 -0.987 -0.920 -2.127
H9 0.346 -0.587 2.607
H10 3.461 -1.495 0.795
H11 0.833 1.015 -2.178
H12 -1.452 2.896 -2.125
H13 -0.144 -2.510 0.919
H14 -0.318 -2.736 2.433
H15 -2.835 1.157 -0.468
H16 -2.686 1.612 1.663
H17 -4.301 0.845 -0.545
H18 1.924 1.013 0.645
H19 2.245 -2.435 1.021
H20 1.369 -2.222 -2.349
H21 -2.089 4.608 1.208
H22 0.968 2.697 1.438
H23 -1.237 1.196 1.538
H24 -0.671 -4.223 -1.488
H25 -2.440 -1.336 -2.469
H26 4.742 0.507 -0.908
H27 0.765 0.710 3.358
H28 1.412 -0.363 -1.850
H29 -1.817 -0.932 0.653
H30 -0.695 0.667 -0.176
H31 0.581 -0.246 0.141
H32 0.791 -2.672 -0.971

Results
* HOMO: -9.919 eV
* 2S+1: 1
* HOMO-LUMO gap: 9.27 eV

Atomic partial charges in e from the natural (NBO) method, atoms 1 to 2: atom 1 (O): -0.993, atom 2 (O): -0.972

---

<x>
Computed, not measured: a 16-piece molecular cluster, H32O16 overall, with ωB97M-V/def2-TZVPD.

Cartesian coordinates (Å):
O1 3.419 -1.180 -0.609
O2 2.694 -1.609 1.814
O3 -3.054 -1.193 1.075
O4 -3.975 1.809 0.348
O5 0.994 1.797 2.562
O6 1.773 3.226 -0.198
O7 -0.068 1.312 -2.403
O8 2.332 -3.580 -0.646
O9 0.073 -1.460 2.450
O10 -1.250 2.614 0.112
O11 -0.029 -2.725 -0.048
O12 -0.602 -2.910 -2.747
O13 -1.646 1.529 2.533
O14 0.312 -0.008 -0.189
O15 2.910 1.394 -2.217
O16 -2.280 0.230 -1.183
H1 3.218 -2.420 1.713
H2 -1.255 -2.195 -2.920
H3 1.024 -1.234 2.565
H4 -1.047 3.564 0.062
H5 0.809 2.556 2.065
H6 1.404 -3.393 -0.513
H7 -2.562 -0.358 -1.903
H8 2.418 1.658 -1.445
H9 0.043 0.948 -1.537
H10 -2.483 1.124 2.894
H11 -1.546 2.289 3.124
H12 0.366 -0.955 -0.054
H13 1.000 2.706 -0.063
H14 -1.516 2.550 1.031
H15 -0.577 0.281 0.055
H16 0.163 1.340 2.483
H17 -4.530 1.086 0.018
H18 -3.914 -1.258 0.730
H19 4.239 -1.375 -1.067
H20 -1.774 0.925 -1.599
H21 2.338 1.404 -2.974
H22 2.794 -1.257 0.930
H23 0.181 -2.410 -2.580
H24 -0.904 -2.875 -0.294
H25 1.451 3.810 -0.903
H26 -3.242 1.613 -0.182
H27 2.853 -2.771 -0.549
H28 -0.411 0.584 -2.923
H29 -2.532 -0.855 0.332
H30 -0.395 -1.080 3.179
H31 2.840 -0.722 -1.211
H32 -0.058 -2.523 0.880

Results
* HOMO: -10.026 eV
* 2S+1: 1
* HOMO-LUMO gap: 9.47 eV

Atomic partial charges in e from the natural (NBO) method, atoms 1 to 2: atom 1 (O): -0.959, atom 2 (O): -0.979

---

So which one is most stable? That would be <w>, about 0.0045 hartree below the next structure.

---

<w>
Computed, not measured: a 16-piece molecular cluster, H32O16 overall, with ωB97M-V/def2-TZVPD.

Cartesian coordinates (Å):
O1 3.635 0.036 0.082
O2 -2.909 -0.504 1.598
O3 -0.208 2.459 -2.866
O4 2.698 -2.531 0.074
O5 -0.101 0.322 -0.192
O6 -3.494 1.891 0.063
O7 0.664 -3.874 1.527
O8 -1.487 -2.385 -0.271
O9 0.849 -1.951 -1.884
O10 1.834 2.391 -0.662
O11 1.009 -1.044 2.090
O12 -1.183 1.127 2.563
O13 -2.216 -0.011 -1.839
O14 1.573 1.712 1.947
O15 1.999 0.459 -2.592
O16 -1.482 3.620 -0.675
H1 -0.899 3.473 -1.363
H2 -1.438 0.082 -1.275
H3 -3.869 -0.549 1.484
H4 1.353 0.870 2.336
H5 -1.750 1.872 2.805
H6 -2.754 -0.658 -1.359
H7 3.078 -0.770 -0.068
H8 -2.514 -1.243 1.095
H9 1.993 -2.666 -0.524
H10 2.802 -3.384 0.515
H11 0.979 -1.059 -2.204
H12 -0.597 0.782 0.477
H13 2.078 0.842 -1.735
H14 1.556 -1.715 2.554
H15 0.568 2.101 -2.430
H16 0.883 -4.286 0.705
H17 0.118 -1.303 2.329
H18 -2.226 -2.640 -0.800
H19 -3.694 1.476 0.868
H20 2.077 1.122 -3.233
H21 2.707 2.425 -0.295
H22 -3.279 1.233 -0.568
H23 1.380 1.939 -0.006
H24 -1.566 -3.081 0.375
H25 0.112 2.986 -3.602
H26 0.203 -0.473 0.230
H27 3.633 0.154 1.060
H28 0.862 2.317 2.135
H29 -0.074 -1.851 -1.642
H30 0.848 -2.925 1.361
H31 -1.737 0.356 2.397
H32 -2.032 2.849 -0.606

Results
* HOMO: -9.826 eV
* 2S+1: 1
* HOMO-LUMO gap: 8.98 eV

Atomic partial charges in e from the natural (NBO) method, atoms 1 to 2: atom 1 (O): -0.974, atom 2 (O): -0.982

---

<x>
Computed, not measured: a 16-piece molecular cluster, H32O16 overall, with ωB97M-V/def2-TZVPD.

Cartesian coordinates (Å):
O1 1.005 -0.604 3.890
O2 3.379 2.893 -3.259
O3 2.992 -0.016 0.942
O4 0.135 0.508 1.131
O5 -2.388 -2.563 -4.604
O6 1.493 -2.285 0.946
O7 -0.966 0.668 -1.569
O8 2.109 3.505 0.374
O9 -1.790 -1.956 -2.137
O10 -1.320 4.552 1.289
O11 0.796 2.906 -1.965
O12 -0.588 -3.689 -0.551
O13 -2.041 -0.849 1.020
O14 -0.723 -3.683 2.584
O15 -3.418 3.466 -1.440
O16 1.566 -4.030 4.157
H1 3.057 3.599 0.263
H2 3.865 2.434 -3.946
H3 -3.024 -1.869 -4.799
H4 0.635 -0.019 3.224
H5 1.692 4.161 0.940
H6 -1.244 -0.251 -1.750
H7 -1.861 -1.575 1.641
H8 -0.043 -3.114 2.225
H9 -1.767 -1.293 0.198
H10 2.420 2.808 -3.395
H11 -2.950 3.159 -0.657
H12 2.270 -1.708 0.864
H13 -0.608 -4.104 0.326
H14 -0.738 -3.760 3.540
H15 -2.425 -2.142 -2.859
H16 -0.304 1.337 1.378
H17 1.398 3.049 -1.204
H18 -3.369 4.421 -1.500
H19 0.719 -1.752 0.756
H20 -0.885 -1.982 -2.461
H21 -1.767 1.086 -1.920
H22 2.199 0.446 0.609
H23 -1.644 -2.520 -5.217
H24 0.531 2.019 -1.667
H25 1.025 -3.340 3.734
H26 1.896 -0.423 4.185
H27 1.814 -4.565 3.393
H28 -1.545 5.342 0.800
H29 -0.593 0.191 0.517
H30 3.648 0.411 0.371
H31 -1.107 4.640 2.217
H32 -1.537 -3.507 -0.617

Results
* HOMO: -10.509 eV
* 2S+1: 1
* HOMO-LUMO gap: 10.45 eV

Atomic partial charges in e from the natural (NBO) method, atoms 1 to 2: atom 1 (O): -0.986, atom 2 (O): -0.975

---

So which one is most stable? That would be <w>, about 0.0241 hartree below the next structure.

---

<w>
Computed, not measured: a 2-piece molecular cluster, C2H9OS overall, with ωB97M-V/def2-TZVPD.

Cartesian coordinates (Å):
S1 0.809 0.562 -0.875
O1 -2.407 -1.326 -0.450
C1 0.638 -0.990 0.105
C2 1.302 1.793 0.398
H1 -2.797 -1.975 -1.110
H2 -3.202 -1.255 0.032
H3 0.477 2.029 1.061
H4 -0.528 1.044 -1.102
H5 1.476 -1.006 0.707
H6 1.820 2.716 0.014
H7 -0.275 -0.990 0.636
H8 2.109 1.294 0.999
H9 0.576 -1.895 -0.416

Results
* HOMO: -15.527 eV
* net charge: +1
* 2S+1: 1
* HOMO-LUMO gap: 11.71 eV

Atomic partial charges in e from the natural (NBO) method, atoms 1 to 2: atom 1 (S): 0.610, atom 2 (O): -0.961

---

<x>
Computed, not measured: a 2-piece molecular cluster, C2H9OS overall, with ωB97M-V/def2-TZVPD.

Cartesian coordinates (Å):
S1 1.004 -0.275 0.227
O1 -1.362 0.651 1.840
C1 0.667 1.291 -0.619
C2 0.464 -1.545 -0.960
H1 0.603 -2.541 -0.573
H2 0.089 -0.711 1.113
H3 1.594 1.505 -1.146
H4 -2.237 0.551 1.440
H5 0.552 2.018 0.189
H6 -0.603 -1.413 -1.097
H7 -0.177 1.209 -1.296
H8 -1.575 0.662 2.791
H9 0.979 -1.401 -1.907

Results
* HOMO: -15.996 eV
* net charge: +1
* 2S+1: 1
* HOMO-LUMO gap: 12.35 eV

Atomic partial charges in e from the natural (NBO) method, atoms 1 to 2: atom 1 (S): 0.629, atom 2 (O): -0.975

---

<y>
Computed, not measured: a 2-piece molecular cluster, C2H9OS overall, with ωB97M-V/def2-TZVPD.

Cartesian coordinates (Å):
S1 0.528 -0.497 -0.312
O1 -1.310 -0.028 1.969
C1 -0.458 -0.297 -1.844
C2 1.162 1.169 0.147
H1 0.129 0.274 -2.558
H2 0.537 1.901 -0.366
H3 -2.006 0.607 2.034
H4 1.068 1.362 1.208
H5 -0.559 -0.700 0.593
H6 -1.334 0.278 -1.566
H7 -1.472 -0.638 2.711
H8 2.187 1.227 -0.200
H9 -0.656 -1.296 -2.203

Results
* HOMO: -15.976 eV
* net charge: +1
* 2S+1: 1
* HOMO-LUMO gap: 12.69 eV

Atomic partial charges in e from the natural (NBO) method, atoms 1 to 2: atom 1 (S): 0.546, atom 2 (O): -0.952

---

So which one is most stable? That would be <y>, about 0.0077 hartree below the next structure.

---

<w>
Computed, not measured: a 2-piece molecular cluster, C4H14N3 overall, with ωB97M-V/def2-TZVPD.

Cartesian coordinates (Å):
N1 1.124 -1.223 0.050
N2 -1.296 0.418 -0.197
N3 2.115 -0.840 2.109
C1 2.091 -0.616 0.868
C2 1.313 -1.080 -1.404
C3 -2.237 0.274 0.937
C4 -1.163 1.822 -0.687
H1 -0.364 0.031 0.093
H2 -1.836 0.758 1.823
H3 2.758 0.081 0.351
H4 -0.914 2.449 0.165
H5 -1.547 -0.224 -0.949
H6 -2.376 -0.773 1.204
H7 0.462 -1.541 -1.902
H8 1.425 -0.033 -1.682
H9 1.049 -2.204 0.296
H10 2.931 -0.382 2.502
H11 -3.212 0.679 0.676
H12 2.216 -1.585 -1.751
H13 -0.405 1.837 -1.461
H14 -2.137 2.151 -1.042

Results
* HOMO: -13.288 eV
* net charge: +1
* 2S+1: 1
* HOMO-LUMO gap: 10.23 eV

Atomic partial charges in e from the natural (NBO) method, atoms 1 to 2: atom 1 (N): -0.685, atom 2 (N): -0.522

---

<x>
Computed, not measured: a 2-piece molecular cluster, C4H14N3 overall, with ωB97M-V/def2-TZVPD.

Cartesian coordinates (Å):
N1 1.439 -1.447 0.330
N2 -0.633 -2.368 -0.549
N3 0.836 -1.309 -2.046
C1 -1.142 1.898 0.316
C2 -2.108 2.080 1.523
C3 0.567 -1.635 -0.822
C4 2.010 0.001 0.275
H1 1.471 0.581 1.046
H2 2.046 0.443 -0.779
H3 -0.107 2.037 0.564
H4 -3.142 2.072 1.406
H5 -1.726 2.849 2.311
H6 -1.397 -2.397 -1.277
H7 0.078 -1.313 -2.880
H8 -1.257 0.897 0.060
H9 2.153 -2.114 0.411
H10 -1.200 2.553 -0.653
H11 1.816 -1.126 -2.399
H12 -0.809 -2.766 0.386
H13 -1.908 1.227 2.090
H14 3.014 -0.164 0.686

Results
* HOMO: -14.321 eV
* net charge: +1
* 2S+1: 1
* HOMO-LUMO gap: 10.40 eV

Atomic partial charges in e from the natural (NBO) method, atoms 1 to 2: atom 1 (N): -0.638, atom 2 (N): -0.764

---

So which one is most stable? That would be <w>, about 0.0453 hartree below the next structure.